Density functional theory data (ωB97M-V with the def2-TZVPD basis set) for a 26-piece molecular cluster, C56H188N58O26P6 overall.

- calculated total energy (Ha) = -9427.42919
- HOMO energy (eV) = -7.37
- HOMO-LUMO gap (Ha) = 0.2260

Last columns: bonded neighbours and bond lengths (Å).
Geometry (Å):
1 O -2.5493 -9.2908 3.4006  P2 1.509
2 P -1.7286 -8.2061 4.0531  O1 1.509, N3 1.649, N6 1.730, N9 1.722
3 N -1.8833 -6.7978 3.2102  P2 1.649, C4 1.429, C5 1.426
4 C -1.9808 -6.8649 1.7857  N3 1.429, H12 1.090, H13 1.090, H14 1.090
5 C -1.4373 -5.5734 3.7887  N3 1.426, H15 1.090, H16 1.090, H17 1.090
6 N -0.0809 -8.7314 4.0780  P2 1.730, C7 1.477, C8 1.447
7 C 0.1977 -10.0781 4.6175  N6 1.477, H18 1.090, H19 1.090, H20 1.090
8 C 0.9965 -7.8843 3.6146  N6 1.447, H21 1.090, H22 1.090, H23 1.090
9 N -2.1686 -7.7371 5.6505  P2 1.722, C10 1.499, C11 1.463
10 C -3.6213 -7.6140 5.9985  N9 1.499, H24 1.090, H25 1.090, H26 1.090
11 C -1.1555 -7.2360 6.5796  N9 1.463, H27 1.090, H28 1.090, H29 1.090
12 H -2.5699 -6.0027 1.4728  C4 1.090
13 H -2.4003 -7.7286 1.2699  C4 1.090
14 H -0.9915 -6.7132 1.3540  C4 1.090
15 H -0.3668 -5.6842 3.9612  C5 1.090
16 H -1.9915 -5.4528 4.7196  C5 1.090
17 H -1.5218 -4.6622 3.1965  C5 1.090
18 H -0.3995 -10.2296 5.5167  C7 1.090
19 H -0.1366 -10.7865 3.8597  C7 1.090
20 H 1.2668 -10.2156 4.7797  C7 1.090
21 H 1.2651 -7.2643 4.4699  C8 1.090
22 H 1.8893 -8.4832 3.4345  C8 1.090
23 H 0.6589 -7.2200 2.8191  C8 1.090
24 H -3.8830 -7.2298 6.9844  C10 1.090
25 H -4.0452 -6.9533 5.2423  C10 1.090
26 H -4.1492 -8.5528 5.8311  C10 1.090
27 H -0.1630 -7.6291 6.3594  C11 1.090
28 H -1.3452 -7.6363 7.5755  C11 1.090
29 H -1.0951 -6.1508 6.4976  C11 1.090
30 O 1.0343 10.2663 1.9421  P31 1.504
31 P -0.1566 10.6235 1.0950  O30 1.504, N32 1.772, N35 1.726, N38 1.738
32 N 0.1884 10.9416 -0.6142  P31 1.772, C33 1.455, C34 1.463
33 C -0.7402 11.7343 -1.4059  N32 1.455, H41 1.090, H42 1.090, H43 1.090
34 C 1.4646 10.5957 -1.2413  N32 1.463, H44 1.090, H45 1.090, H46 1.090
35 N -1.0909 11.9448 1.6943  P31 1.726, C36 1.462, C37 1.489
36 C -1.9727 11.8325 2.8556  N35 1.462, H47 1.090, H48 1.090, H49 1.090
37 C -0.5226 13.3206 1.6456  N35 1.489, H50 1.090, H51 1.090, H52 1.090
38 N -1.3470 9.3588 1.0394  P31 1.738, C39 1.515, C40 1.500
39 C -1.0629 7.9547 1.5323  N38 1.515, H53 1.090, H54 1.090, H55 1.090
40 C -2.5666 9.5457 0.1862  N38 1.500, H56 1.090, H57 1.090, H58 1.090
41 H -0.4264 11.7532 -2.4496  C33 1.090
42 H -0.6760 12.7498 -1.0150  C33 1.090
43 H -1.7650 11.3644 -1.3721  C33 1.090
44 H 2.0312 10.2348 -0.3829  C34 1.090
45 H 1.8212 11.5693 -1.5775  C34 1.090
46 H 1.2129 9.8956 -2.0380  C34 1.090
47 H -1.4955 11.4109 3.7403  C36 1.090
48 H -2.4460 12.7874 3.0844  C36 1.090
49 H -2.7242 11.1372 2.4818  C36 1.090
50 H 0.2065 13.3976 0.8391  C37 1.090
51 H -1.1984 14.1745 1.5981  C37 1.090
52 H -0.0579 13.4801 2.6186  C37 1.090
53 H -1.8445 7.2935 1.1580  C39 1.090
54 H -0.1194 7.5484 1.1678  C39 1.090
55 H -0.9631 8.0157 2.6160  C39 1.090
56 H -2.9964 10.5428 0.2820  C40 1.090
57 H -3.3264 8.7880 0.3778  C40 1.090
58 H -2.2996 9.3511 -0.8525  C40 1.090
59 O 3.1637 -1.9098 7.1464  P60 1.518
60 P 2.2260 -2.2942 6.0157  O59 1.518, N61 1.700, N64 1.670, N67 1.738
61 N 1.7740 -1.0923 4.9020  P60 1.700, C62 1.435, C63 1.472
62 C 1.1273 -1.4241 3.6647  N61 1.435, H70 1.090, H71 1.090, H72 1.090
63 C 2.6461 0.0918 4.8343  N61 1.472, H73 1.090, H74 1.090, H75 1.090
64 N 0.8418 -3.0371 6.5821  P60 1.670, C65 1.478, C66 1.480
65 C 1.0604 -3.9056 7.7581  N64 1.478, H76 1.090, H77 1.090, H78 1.090
66 C -0.5200 -2.9704 6.0066  N64 1.480, H79 1.090, H80 1.090, H81 1.090
67 N 3.0046 -3.4512 4.9789  P60 1.738, C68 1.501, C69 1.457
68 C 2.2755 -4.3877 4.0608  N67 1.501, H82 1.090, H83 1.090, H84 1.090
69 C 4.4089 -3.2880 4.6261  N67 1.457, H85 1.090, H86 1.090, H87 1.090
70 H 0.4164 -2.2447 3.7609  C62 1.090
71 H 1.8625 -1.5894 2.8772  C62 1.090
72 H 0.5453 -0.5640 3.3338  C62 1.090
73 H 3.6903 -0.1946 4.9598  C63 1.090
74 H 2.3824 0.7236 5.6825  C63 1.090
75 H 2.6745 0.5651 3.8528  C63 1.090
76 H 0.9670 -3.3510 8.6918  C65 1.090
77 H 0.1904 -4.5594 7.8193  C65 1.090
78 H 1.9947 -4.4419 7.5920  C65 1.090
79 H -0.8547 -1.9420 5.8708  C66 1.090
80 H -0.6721 -3.6237 5.1475  C66 1.090
81 H -1.2431 -3.2205 6.7829  C66 1.090
82 H 1.6258 -3.8478 3.3720  C68 1.090
83 H 2.8879 -4.9406 3.3485  C68 1.090
84 H 1.5465 -5.0050 4.5857  C68 1.090
85 H 4.7269 -3.6550 3.6502  C69 1.090
86 H 5.0031 -3.9581 5.2472  C69 1.090
87 H 4.7305 -2.2663 4.8278  C69 1.090
88 O 6.2756 -4.3998 0.5066  P89 1.488
89 P 6.0413 -3.1434 -0.2546  O88 1.488, N90 1.720, N93 1.697, N96 1.757
90 N 5.4084 -1.9043 0.7559  P89 1.720, C91 1.414, C92 1.461
91 C 6.1656 -1.0385 1.5778  N90 1.414, H99 1.090, H100 1.090, H101 1.090
92 C 4.0371 -2.1290 1.2058  N90 1.461, H102 1.090, H103 1.090, H104 1.090
93 N 4.8035 -3.2815 -1.4068  P89 1.697, C94 1.486, C95 1.448
94 C 4.4096 -4.6422 -1.8543  N93 1.486, H105 1.090, H106 1.090, H107 1.090
95 C 4.0871 -2.1611 -1.9807  N93 1.448, H108 1.090, H109 1.090, H110 1.090
96 N 7.4540 -2.4766 -1.0578  P89 1.757, C97 1.449, C98 1.427
97 C 7.3145 -1.1685 -1.6664  N96 1.449, H111 1.090, H112 1.090, H113 1.090
98 C 8.3463 -3.3141 -1.7923  N96 1.427, H114 1.090, H115 1.090, H116 1.090
99 H 5.6627 -0.0751 1.6611  C91 1.090
100 H 7.1142 -0.9254 1.0529  C91 1.090
101 H 6.3603 -1.5218 2.5352  C91 1.090
102 H 3.3691 -1.6966 0.4608  C92 1.090
103 H 4.0166 -1.7798 2.2382  C92 1.090
104 H 3.8559 -3.2012 1.1308  C92 1.090
105 H 4.6857 -5.3878 -1.1088  C94 1.090
106 H 3.3236 -4.6998 -1.9277  C94 1.090
107 H 4.9470 -4.7915 -2.7908  C94 1.090
108 H 3.0732 -2.3147 -1.6113  C95 1.090
109 H 4.4372 -1.1559 -1.7460  C95 1.090
110 H 3.9050 -2.2395 -3.0525  C95 1.090
111 H 7.4474 -0.3473 -0.9621  C97 1.090
112 H 7.9479 -0.9277 -2.5201  C97 1.090
113 H 6.3112 -1.1066 -2.0880  C97 1.090
114 H 7.8832 -3.5157 -2.7582  C98 1.090
115 H 8.5791 -4.2285 -1.2466  C98 1.090
116 H 9.2971 -2.8161 -1.9819  C98 1.090
117 O 1.9535 0.1497 -1.1994  P118 1.512
118 P 0.4560 0.1098 -0.9945  O117 1.512, N119 1.691, N122 1.666, N125 1.652
119 N -0.4928 0.8313 -2.1937  P118 1.691, C120 1.532, C121 1.454
120 C 0.1328 2.0763 -2.8302  N119 1.532, H128 1.090, H129 1.090, H130 1.090
121 C -1.9368 0.7484 -2.3445  N119 1.454, H131 1.090, H132 1.090, H133 1.090
122 N -0.0409 0.9495 0.3560  P118 1.666, C123 1.427, C124 1.527
123 C 0.6601 2.0648 0.9059  N122 1.427, H134 1.090, H135 1.090, H136 1.090
124 C -1.5075 0.9868 0.7783  N122 1.527, H137 1.090, H138 1.090, H139 1.090
125 N -0.1654 -1.4191 -0.9184  P118 1.652, C126 1.447, C127 1.508
126 C -0.2267 -2.1371 -2.1734  N125 1.447, H140 1.090, H141 1.090, H142 1.090
127 C 0.0608 -2.2266 0.3353  N125 1.508, H143 1.090, H144 1.090, H145 1.090
128 H 0.8330 1.7757 -3.6097  C120 1.090
129 H 0.5965 2.7672 -2.1262  C120 1.090
130 H -0.6346 2.6424 -3.3580  C120 1.090
131 H -2.4675 0.2073 -1.5611  C121 1.090
132 H -2.0460 0.3180 -3.3399  C121 1.090
133 H -2.3328 1.7638 -2.3578  C121 1.090
134 H 0.8214 1.9070 1.9722  C123 1.090
135 H 1.6439 2.0578 0.4366  C123 1.090
136 H 0.0598 2.9746 0.9049  C123 1.090
137 H -2.0462 0.0738 0.5249  C124 1.090
138 H -1.4820 1.0482 1.8662  C124 1.090
139 H -1.9921 1.8928 0.4141  C124 1.090
140 H 0.7808 -2.3826 -2.5092  C126 1.090
141 H -0.7475 -3.0916 -2.0985  C126 1.090
142 H -0.7841 -1.5617 -2.9126  C126 1.090
143 H 0.0549 -1.6543 1.2630  C127 1.090
144 H 1.0305 -2.7237 0.3605  C127 1.090
145 H -0.7243 -2.9703 0.4719  C127 1.090
146 O -5.2489 -4.2823 0.9369  P147 1.507
147 P -5.7897 -3.4069 2.0373  O146 1.507, N148 1.759, N151 1.673, N154 1.714
148 N -6.0975 -4.1524 3.6000  P147 1.759, C149 1.508, C150 1.468
149 C -6.5579 -3.4585 4.8570  N148 1.508, H157 1.090, H158 1.090, H159 1.090
150 C -6.1032 -5.6196 3.6308  N148 1.468, H160 1.090, H161 1.090, H162 1.090
151 N -7.1424 -2.5129 1.6264  P147 1.673, C152 1.465, C153 1.487
152 C -7.6905 -1.3700 2.3612  N151 1.465, H163 1.090, H164 1.090, H165 1.090
153 C -8.0038 -3.0164 0.5244  N151 1.487, H166 1.090, H167 1.090, H168 1.090
154 N -4.6800 -2.1653 2.4455  P147 1.714, C155 1.438, C156 1.427
155 C -3.4151 -2.5419 3.0157  N154 1.438, H169 1.090, H170 1.090, H171 1.090
156 C -4.5442 -1.0012 1.6315  N154 1.427, H172 1.090, H173 1.090, H174 1.090
157 H -7.5840 -3.0910 4.8493  C149 1.090
158 H -5.8618 -2.6452 5.0620  C149 1.090
159 H -6.5615 -4.1452 5.7036  C149 1.090
160 H -6.6083 -6.0485 2.7653  C150 1.090
161 H -6.6224 -5.9050 4.5456  C150 1.090
162 H -5.0789 -5.9922 3.6182  C150 1.090
163 H -7.1661 -1.1235 3.2844  C152 1.090
164 H -7.6800 -0.4735 1.7414  C152 1.090
165 H -8.7155 -1.5911 2.6591  C152 1.090
166 H -7.6886 -4.0403 0.3235  C153 1.090
167 H -9.0403 -3.0057 0.8613  C153 1.090
168 H -7.7878 -2.4793 -0.3991  C153 1.090
169 H -3.3906 -3.6282 3.1018  C155 1.090
170 H -2.6541 -2.2391 2.2965  C155 1.090
171 H -3.3460 -2.0384 3.9799  C155 1.090
172 H -4.3256 -1.2947 0.6048  C156 1.090
173 H -3.6489 -0.4631 1.9428  C156 1.090
174 H -5.4774 -0.4380 1.6271  C156 1.090
175 C 1.9037 -0.9367 -5.4634  O176 1.194, N177 1.274, N178 1.335
176 O 0.8020 -1.2615 -5.1386  C175 1.194
177 N 2.3948 0.2344 -5.5618  C175 1.274, H179 1.010, H180 1.010
178 N 2.8098 -1.8477 -5.8254  C175 1.335, H181 1.010, H182 1.010
179 H 1.8639 1.0249 -5.2253  N177 1.010
180 H 3.3933 0.3323 -5.6778  N177 1.010
181 H 2.5790 -2.8304 -5.7909  N178 1.010
182 H 3.7088 -1.4931 -6.1188  N178 1.010
183 C 2.6055 5.3055 -0.7345  O184 1.221, N185 1.283, N186 1.349
184 O 3.6533 4.7565 -0.4310  C183 1.221
185 N 1.9049 6.1075 -0.0186  C183 1.283, H187 1.010, H188 1.010
186 N 1.9655 5.3398 -1.9219  C183 1.349, H189 1.010, H190 1.010
187 H 1.1920 6.5131 -0.6081  N185 1.010
188 H 1.9646 6.2215 0.9831  N185 1.010
189 H 1.0181 5.6898 -1.9260  N186 1.010
190 H 2.3081 4.7225 -2.6441  N186 1.010
191 C -1.2230 1.9537 -6.7262  O192 1.223, N193 1.293, N194 1.268
192 O -1.5556 2.5986 -5.7418  C191 1.223
193 N -1.3992 2.3053 -7.9584  C191 1.293, H195 1.010, H196 1.010
194 N -0.8719 0.7391 -6.6344  C191 1.268, H197 1.010, H198 1.010
195 H -1.1857 1.6789 -8.7213  N193 1.010
196 H -1.7278 3.2425 -8.1422  N193 1.010
197 H 0.0292 0.5344 -7.0421  N194 1.010
198 H -0.9406 0.3397 -5.7093  N194 1.010
199 C -3.0917 2.2470 3.8892  O200 1.219, N201 1.327, N202 1.342
200 O -1.9375 2.5503 3.6422  C199 1.219
201 N -4.1434 2.7018 3.2192  C199 1.327, H203 1.010, H204 1.010
202 N -3.4352 1.3464 4.8233  C199 1.342, H205 1.010, H206 1.010
203 H -5.1096 2.5827 3.4883  N201 1.010
204 H -3.9088 3.3727 2.5017  N201 1.010
205 H -2.8513 1.0469 5.5910  N202 1.010
206 H -4.4312 1.1865 4.8731  N202 1.010
207 C 5.1472 1.8668 -2.7537  O208 1.146, N209 1.326, N210 1.286
208 O 5.9641 2.6048 -3.0709  C207 1.146
209 N 4.8556 0.7547 -3.4135  C207 1.326, H211 1.010, H212 1.010
210 N 4.3788 1.9042 -1.7226  C207 1.286, H213 1.010, H214 1.010
211 H 5.5194 0.5906 -4.1569  N209 1.010
212 H 4.0448 0.1778 -3.2403  N209 1.010
213 H 3.4800 1.4552 -1.6190  N210 1.010
214 H 4.5982 2.6984 -1.1385  N210 1.010
215 C 0.9901 3.5651 5.2077  O216 1.208, N217 1.269, N218 1.352
216 O 1.8662 4.2031 5.7410  C215 1.208
217 N 0.5117 2.5143 5.7342  C215 1.269, H219 1.010, H220 1.010
218 N 0.4411 3.8506 4.0053  C215 1.352, H221 1.010, H222 1.010
219 H -0.3554 2.0997 5.4239  N217 1.010
220 H 0.8593 2.2669 6.6497  N217 1.010
221 H -0.3719 3.3498 3.6764  N218 1.010
222 H 0.8374 4.6552 3.5409  N218 1.010
223 C -5.2147 2.9359 -1.2408  O224 1.222, N225 1.349, N226 1.342
224 O -4.2534 3.3733 -1.8550  C223 1.222
225 N -6.2970 3.7069 -1.0107  C223 1.349, H227 1.010, H228 1.010
226 N -5.4973 1.6473 -0.9965  C223 1.342, H229 1.010, H230 1.010
227 H -6.1159 4.6269 -1.3861  N225 1.010
228 H -7.1130 3.2593 -0.6186  N225 1.010
229 H -6.3569 1.5890 -0.4695  N226 1.010
230 H -4.8759 0.8708 -1.1724  N226 1.010
231 C 4.9580 2.3919 -7.0013  O232 1.235, N233 1.312, N234 1.311
232 O 4.7741 1.3534 -6.3584  C231 1.235
233 N 4.5975 3.5765 -6.5665  C231 1.312, H235 1.010, H236 1.010
234 N 5.6398 2.4915 -8.1169  C231 1.311, H237 1.010, H238 1.010
235 H 4.0291 3.6812 -5.7382  N233 1.010
236 H 4.9644 4.3832 -7.0510  N233 1.010
237 H 5.9279 1.5653 -8.3982  N234 1.010
238 H 5.5411 3.3652 -8.6139  N234 1.010
239 C 1.7275 -4.7973 -4.8454  O240 1.228, N241 1.279, N242 1.308
240 O 2.7447 -4.5556 -5.4892  C239 1.228
241 N 1.3697 -5.8957 -4.2973  C239 1.279, H243 1.010, H244 1.010
242 N 0.6787 -4.0249 -4.7229  C239 1.308, H245 1.010, H246 1.010
243 H 1.8958 -6.7489 -4.4211  N241 1.010
244 H 0.5345 -5.9411 -3.7311  N241 1.010
245 H -0.1913 -4.1810 -4.2341  N242 1.010
246 H 0.7864 -3.0949 -5.1018  N242 1.010
247 C -5.1299 2.2425 -5.7852  O248 1.240, N249 1.300, N250 1.298
248 O -6.3685 2.2881 -5.7452  C247 1.240
249 N -4.4415 2.2610 -6.8873  C247 1.300, H251 1.010, H252 1.010
250 N -4.3376 2.3839 -4.7667  C247 1.298, H253 1.010, H254 1.010
251 H -3.4475 2.2459 -6.7086  N249 1.010
252 H -4.7949 2.2790 -7.8332  N249 1.010
253 H -3.3853 2.0666 -4.8783  N250 1.010
254 H -4.5790 2.9266 -3.9498  N250 1.010
255 C -1.7921 -6.3299 -2.5120  O256 1.254, N257 1.284, N258 1.322
256 O -0.9603 -5.4188 -2.7348  C255 1.254
257 N -1.6493 -7.2181 -1.5953  C255 1.284, H259 1.010, H260 1.010
258 N -2.8680 -6.7490 -3.1566  C255 1.322, H261 1.010, H262 1.010
259 H -0.7469 -7.1632 -1.1450  N257 1.010
260 H -2.4334 -7.7673 -1.2734  N257 1.010
261 H -3.3662 -7.3953 -2.5616  N258 1.010
262 H -3.1582 -6.3727 -4.0479  N258 1.010
263 C 2.8563 6.6179 3.1947  O264 1.176, N265 1.299, N266 1.307
264 O 2.0543 5.9083 2.7097  C263 1.176
265 N 3.7828 6.2382 4.0227  C263 1.299, H267 1.010, H268 1.010
266 N 2.9668 7.9009 2.9707  C263 1.307, H269 1.010, H270 1.010
267 H 4.5029 6.8534 4.3735  N265 1.010
268 H 3.8943 5.2811 4.3253  N265 1.010
269 H 3.7887 8.3082 3.3933  N266 1.010
270 H 2.1889 8.4544 2.6408  N266 1.010
271 C -4.2397 -3.1593 -2.3580  O272 1.231, N273 1.269, N274 1.273
272 O -4.0726 -2.7649 -3.5120  C271 1.231
273 N -3.4805 -3.0286 -1.3493  C271 1.269, H275 1.010, H276 1.010
274 N -5.3086 -3.7646 -2.0245  C271 1.273, H277 1.010, H278 1.010
275 H -2.6945 -2.3947 -1.3299  N273 1.010
276 H -4.1081 -3.3441 -0.6235  N273 1.010
277 H -6.0472 -3.9552 -2.6866  N274 1.010
278 H -5.4811 -3.9517 -1.0471  N274 1.010
279 C 5.1757 -7.5298 2.5513  O280 1.214, N281 1.330, N282 1.293
280 O 4.2859 -8.3405 2.7051  C279 1.214
281 N 5.1006 -6.2282 2.2864  C279 1.330, H283 1.010, H284 1.010
282 N 6.3854 -7.8899 2.8299  C279 1.293, H285 1.010, H286 1.010
283 H 5.8699 -5.7009 1.8986  N281 1.010
284 H 4.2362 -5.7824 2.0142  N281 1.010
285 H 6.5054 -8.7938 3.2643  N282 1.010
286 H 7.2040 -7.3978 2.5015  N282 1.010
287 C 1.1689 4.9796 -5.3705  O288 1.215, N289 1.316, N290 1.312
288 O 2.2039 4.4993 -4.9523  C287 1.215
289 N 0.7548 4.7920 -6.6055  C287 1.316, H291 1.010, H292 1.010
290 N 0.3504 5.6357 -4.5823  C287 1.312, H293 1.010, H294 1.010
291 H 0.0302 5.2960 -7.0964  N289 1.010
292 H 1.4764 4.4911 -7.2450  N289 1.010
293 H 0.6834 5.7053 -3.6313  N290 1.010
294 H -0.6357 5.6620 -4.7991  N290 1.010
295 C -2.6262 5.9116 -6.2024  O296 1.185, N297 1.273, N298 1.342
296 O -2.0519 5.8319 -7.2353  C295 1.185
297 N -2.4975 5.1400 -5.1982  C295 1.273, H299 1.010, H300 1.010
298 N -3.2806 7.0451 -5.9081  C295 1.342, H301 1.010, H302 1.010
299 H -2.8158 5.4149 -4.2799  N297 1.010
300 H -1.9920 4.2833 -5.3731  N297 1.010
301 H -3.6019 7.1688 -4.9586  N298 1.010
302 H -3.3050 7.8475 -6.5209  N298 1.010
303 C 2.2686 -6.5253 -0.0119  O304 1.193, N305 1.277, N306 1.295
304 O 2.7455 -5.7526 0.7625  C303 1.193
305 N 2.3818 -7.7974 0.0115  C303 1.277, H307 1.010, H308 1.010
306 N 1.5657 -6.2495 -1.0642  C303 1.295, H309 1.010, H310 1.010
307 H 1.9297 -8.4030 -0.6585  N305 1.010
308 H 2.7638 -8.0907 0.8993  N305 1.010
309 H 1.1589 -6.9363 -1.6831  N306 1.010
310 H 1.5892 -5.2512 -1.2151  N306 1.010
311 C 4.7315 2.5872 3.0588  O312 1.198, N313 1.319, N314 1.285
312 O 5.3358 1.6774 3.5509  C311 1.198
313 N 5.2250 3.1057 1.9515  C311 1.319, H315 1.010, H316 1.010
314 N 3.8171 3.3504 3.5418  C311 1.285, H317 1.010, H318 1.010
315 H 4.7484 3.9135 1.5767  N313 1.010
316 H 5.9560 2.5550 1.5244  N313 1.010
317 H 3.4542 3.0862 4.4466  N314 1.010
318 H 3.2337 3.8640 2.8970  N314 1.010
319 C -1.7604 5.7385 -1.5920  O320 1.200, N321 1.289, N322 1.297
320 O -0.6986 6.2964 -1.6369  C319 1.200
321 N -2.9337 6.2725 -1.5984  C319 1.289, H323 1.010, H324 1.010
322 N -1.9175 4.4586 -1.4488  C319 1.297, H325 1.010, H326 1.010
323 H -3.7507 5.6815 -1.5407  N321 1.010
324 H -2.9266 7.2825 -1.6011  N321 1.010
325 H -1.0603 4.0188 -1.1456  N322 1.010
326 H -2.8148 4.0278 -1.6202  N322 1.010
327 C -2.6124 -2.3187 -6.5982  O328 1.234, N329 1.284, N330 1.261
328 O -2.0343 -2.4752 -7.6769  C327 1.234
329 N -3.8413 -2.6375 -6.4090  C327 1.284, H331 1.010, H332 1.010
330 N -2.0707 -1.9415 -5.5242  C327 1.261, H333 1.010, H334 1.010
331 H -4.3977 -3.1867 -7.0485  N329 1.010
332 H -4.1478 -2.3631 -5.4866  N329 1.010
333 H -1.0769 -1.7615 -5.5354  N330 1.010
334 H -2.6909 -2.0246 -4.7313  N330 1.010